Molecular formula: C8H17ClHgO12
Method: DFT, ωB97M-V/def2-TZVPD

Computed properties:
strongest force on any atom = 0.036 Eh/bohr
electronic energy = -1831.314878 Eh
orbital gap = 6.803 eV
relative energy (zero: lowest compared OMol25 entry of this formula, charge and spin) = 0.0 kcal/mol

```
! RIJCOSX wB97M-V def2-TZVPD def2/J DEFGRID3
* xyz -2 1
Hg -0.03 -0.29 0.43
Cl 3.21 -2.75 0.60
O 4.31 -2.17 -0.14
O 2.19 -1.73 0.80
O 2.64 -3.86 -0.10
O 3.71 -3.18 1.89
C -2.91 3.37 -0.53
C -2.37 1.95 -0.80
O -1.60 1.49 0.11
O -2.62 1.46 -1.90
H -2.63 3.99 -1.38
H -2.50 3.76 0.41
H -3.99 3.36 -0.41
C 2.21 -0.98 -3.11
C 0.68 -1.05 -3.00
O 0.04 -1.26 -4.04
O 0.23 -0.84 -1.84
H 2.62 -1.46 -4.00
H 2.71 -1.41 -2.24
H 2.48 0.09 -3.15
C -2.91 -3.10 1.77
C -2.04 -1.99 1.22
O -1.85 -1.92 0.00
O -1.50 -1.17 2.03
H -2.53 -4.02 1.34
H -3.95 -2.89 1.50
H -2.88 -3.13 2.86
C 1.04 2.13 -1.56
O 1.53 1.31 -0.51
H 1.81 2.30 -2.32
H 0.21 1.63 -2.06
H 0.67 3.09 -1.17
H 2.36 1.64 -0.18
C -0.03 1.39 3.41
O 0.82 0.80 2.43
H 0.04 0.87 4.37
H 0.16 2.46 3.49
H -1.06 1.23 3.09
H 1.73 0.90 2.71
*
```

Which charges does natural (NBO) predict for the atoms? In e, they are:
1 Hg 1.670
2 Cl 2.550
3 O -0.876
4 O -0.914
5 O -0.850
6 O -0.890
7 C -0.729
8 C 0.775
9 O -0.886
10 O -0.696
11 H 0.203
12 H 0.192
13 H 0.197
14 C -0.732
15 C 0.791
16 O -0.742
17 O -0.855
18 H 0.187
19 H 0.228
20 H 0.184
21 C -0.718
22 C 0.758
23 O -0.693
24 O -0.840
25 H 0.226
26 H 0.214
27 H 0.200
28 C -0.263
29 O -0.746
30 H 0.152
31 H 0.251
32 H 0.154
33 H 0.474
34 C -0.253
35 O -0.739
36 H 0.157
37 H 0.150
38 H 0.229
39 H 0.478